Entry 1:
This record from the Open Molecules 2025 dataset describes 11 unconnected molecules or ions with the total composition C30H81N19O11. The level of theory is ωB97M-V/def2-TZVPD.

Summary:
- HOMO energy: -7.85 eV
- SMILES: CC1(C)CCCC(C)(C)N1O.CC1(C)CCCC(C)(C)N1O.COC[C@H](C)N.NC(N)=O.NC(N)=O.NC(N)=O.NC(N)=O.NC(N)=O.NC(N)=O.NC(N)=O.NC(N)=O
- Orbital gap: 7.724 eV
- Energy: -83255.9547 eV

Structure (ORCA input):
```
! wB97M-V def2-TZVPD RIJCOSX def2/J DEFGRID3
* xyz 0 1
C -5.41004 -5.04308 -5.03912
C -4.03736 -5.56382 -5.56100
C -4.41315 -6.85269 -6.43763
C -3.54740 -4.48734 -6.59649
C -2.10305 -4.71580 -7.01224
C -1.19990 -4.73957 -5.74113
C -1.64677 -5.75422 -4.63383
C -1.07371 -7.14534 -5.11619
C -1.16208 -5.05064 -3.35335
N -3.13521 -5.76352 -4.47206
O -3.54008 -6.74294 -3.63406
H -5.42010 -4.11187 -4.47270
H -6.19284 -5.02036 -5.79729
H -5.90092 -5.73571 -4.35545
H -4.82799 -7.63815 -5.80592
H -5.13603 -6.64183 -7.22573
H -3.55036 -7.32833 -6.90394
H -4.18461 -4.47828 -7.48078
H -3.64168 -3.45756 -6.25188
H -2.03954 -5.70662 -7.46205
H -1.75764 -4.01451 -7.77183
H -1.05603 -3.74933 -5.30889
H -0.14406 -4.88310 -5.97066
H -1.20407 -7.96441 -4.40893
H -0.02037 -6.97607 -5.33961
H -1.59610 -7.58694 -5.96485
H -0.09280 -4.83998 -3.37266
H -1.51823 -5.62867 -2.50062
H -1.40995 -4.01151 -3.13686
H -3.90868 -6.28066 -2.87774
C 4.84362 1.17101 -2.25696
C 5.39748 2.57950 -2.62051
C 6.31806 2.47054 -3.87890
C 4.24652 3.46621 -2.94439
C 3.38123 4.04390 -1.71652
C 4.27067 4.68520 -0.69330
C 5.47802 3.77357 -0.29065
C 6.43767 4.80029 0.35102
C 5.04568 2.70068 0.80071
N 6.14936 3.25327 -1.48296
O 7.29259 2.48467 -1.19675
H 4.18976 1.28319 -1.39210
H 4.27754 0.88847 -3.14456
H 5.55108 0.36001 -2.08414
H 6.85923 3.38589 -4.11843
H 7.03322 1.64814 -3.86117
H 5.56358 2.23947 -4.63087
H 4.60703 4.27182 -3.58401
H 3.52606 2.92038 -3.55359
H 2.49716 4.45329 -2.20529
H 3.03836 3.17934 -1.14813
H 3.55805 4.97433 0.07917
H 4.69796 5.53099 -1.23198
H 7.29125 4.25865 0.75859
H 5.95936 5.31121 1.18664
H 6.71117 5.62708 -0.30452
H 4.26074 2.04250 0.42821
H 4.72952 3.09906 1.76478
H 5.95255 2.18509 1.11672
H 8.03105 3.04574 -1.44468
C -0.71170 2.07540 1.61639
O 0.09959 0.93344 1.24052
C 0.79338 0.28406 2.27771
C 1.29793 -1.03944 1.81538
C 0.19297 -2.00174 1.37275
N 2.09591 -1.61365 2.99271
H -0.76391 2.72888 0.74556
H -0.11561 2.62312 2.34630
H -1.64435 1.71147 2.04747
H 1.62489 0.92562 2.56943
H 0.21852 0.21704 3.20136
H 2.01260 -0.88433 1.00712
H -0.43885 -1.58161 0.59020
H -0.51498 -2.27332 2.15578
H 0.59944 -2.97259 1.08930
H 2.59201 -2.41878 2.63808
H 2.80702 -0.94041 3.24002
N 4.08086 -6.44921 3.58516
C 4.88441 -5.74575 2.91054
N 6.12787 -5.72450 3.39074
O 4.46242 -5.05197 1.96925
H 4.50109 -6.99599 4.32310
H 3.08383 -6.30213 3.65145
H 6.40198 -6.21581 4.22954
H 6.83641 -5.37212 2.76314
N -5.70976 -0.35426 1.35670
C -5.15554 -1.35190 0.79293
N -5.70567 -1.53968 -0.34558
O -4.27803 -2.09305 1.16395
H -6.45957 0.09722 0.85269
H -5.35064 -0.05465 2.25190
H -6.20594 -0.79008 -0.80157
H -5.45388 -2.45022 -0.70279
N 1.40094 -2.72190 7.11095
C 2.35473 -3.19168 7.90031
N 3.23998 -3.77500 7.20129
O 2.31184 -3.42254 9.08182
H 1.68749 -2.55142 6.15757
H 0.49472 -2.44441 7.46005
H 3.92724 -4.32969 7.69127
H 3.17299 -3.64814 6.20153
N -0.92949 6.86918 -3.72746
C -1.64727 6.86397 -2.69559
N -0.95319 7.20389 -1.64126
O -2.74566 6.37623 -2.68630
H -0.06884 7.39489 -3.67258
H -1.20959 6.49168 -4.62141
H -0.05355 7.64809 -1.75710
H -1.43166 7.15747 -0.75299
N -0.50944 7.05951 7.34027
C 0.53183 6.84283 6.64934
N 0.55367 5.67355 6.15591
O 1.40215 7.66651 6.47299
H -0.59539 7.95219 7.80487
H -1.13321 6.34377 7.68481
H -0.18825 5.01775 6.35490
H 1.40710 5.37110 5.70839
N -1.47567 2.60999 -4.65789
C -1.45235 1.33283 -4.44518
N -0.86508 0.99063 -3.34477
O -1.98992 0.60155 -5.25630
H -1.25577 3.27667 -3.93174
H -1.62462 2.95889 -5.59394
H -0.69883 0.03305 -3.07000
H -0.16555 1.63645 -3.00760
N -7.72311 3.11080 4.71133
C -6.79866 3.90188 4.08457
N -7.31980 4.94812 3.54248
O -5.60000 3.84668 4.14445
H -7.45662 2.30530 5.25927
H -8.70776 3.31758 4.62300
H -6.71208 5.62438 3.10264
H -8.28421 5.24710 3.56709
N -2.67078 1.61838 6.43887
C -2.54279 0.34337 6.39565
N -2.72229 -0.15572 5.13689
O -2.32596 -0.37358 7.35395
H -2.41896 1.89049 7.37837
H -3.05327 2.20437 5.71058
H -2.86789 -1.15350 5.07916
H -2.81670 0.43672 4.32436
*
```

Atom charges from the Mulliken analysis, given in e for atoms 1 to 4: -1.94 1.32 -1.67 -1.12

Entry 2:
This record from the Open Molecules 2025 dataset describes 9 unconnected molecules or ions with the total composition C30H81N3O12. The level of theory is ωB97M-V/def2-TZVPD.

Summary:
- HOMO energy: -8.77 eV
- Energy above the lowest of the compared OMol25 structures with the same formula, charge and spin: 80.6 kJ/mol
- SMILES: COCCNCCOC.COCCNCCOC.COCCNCCOC.CC(C)O.CC(C)O.CC(C)O.CC(C)O.O.O
- Orbital gap: 9.373 eV
- Energy: -61458.5960 eV

Structure (ORCA input):
```
! wB97M-V def2-TZVPD RIJCOSX def2/J DEFGRID3
* xyz 0 1
C 3.86329 -0.60798 4.75619
O 2.92988 0.28105 4.27222
C 3.36901 1.15192 3.23517
C 2.05703 1.84832 2.74543
N 1.48724 2.83450 3.56570
C 0.49057 3.55211 2.76174
C 0.03876 4.93100 3.30238
O 1.11779 5.94498 3.43155
C 1.87437 5.72750 4.61662
H 4.59164 -0.03322 5.42697
H 4.41825 -1.00060 3.87164
H 3.51215 -1.39076 5.39138
H 3.85321 0.52055 2.52420
H 4.07589 1.89680 3.61612
H 1.42557 1.01586 2.40946
H 2.32585 2.28426 1.77682
H 1.06977 2.46809 4.39809
H -0.42736 2.99038 2.47655
H 1.00611 3.80367 1.78253
H -0.44631 4.81848 4.27892
H -0.78415 5.29671 2.61794
H 2.55889 6.57635 4.60398
H 2.40197 4.74802 4.55704
H 1.18538 5.83687 5.42737
C -0.33871 -6.44100 -4.42848
O -0.20405 -5.07015 -4.68350
C -0.57190 -4.78248 -6.05091
C 0.19873 -3.59067 -6.52524
N -0.30903 -2.36674 -5.96555
C 0.44887 -1.17410 -6.31777
C -0.10539 0.04319 -5.63969
O 0.03865 -0.17887 -4.26688
C -0.48545 0.90636 -3.49459
H -1.28299 -6.82416 -4.78663
H -0.12253 -6.60043 -3.38746
H 0.37811 -7.02961 -5.03688
H -1.66787 -4.59937 -6.19268
H -0.24047 -5.59480 -6.74997
H 0.04186 -3.58925 -7.59809
H 1.27997 -3.84951 -6.45342
H -0.32906 -2.50324 -4.93553
H 0.33823 -0.92181 -7.41266
H 1.54086 -1.26664 -6.06222
H -1.16968 0.12754 -5.93537
H 0.44371 0.95704 -5.89366
H -0.25707 0.72739 -2.43718
H -1.57453 1.13517 -3.65667
H 0.04748 1.81158 -3.72934
C -1.58040 -3.67640 -2.22661
O -2.69648 -3.04886 -1.64118
C -2.42134 -1.68255 -1.34950
C -3.50616 -1.07567 -0.43486
N -3.15261 0.15971 0.29891
C -3.06255 1.26205 -0.61895
C -3.13893 2.60008 0.09234
O -3.07131 3.53843 -0.95750
C -3.20559 4.82962 -0.51452
H -2.02372 -4.58129 -2.63696
H -0.79529 -3.93218 -1.44006
H -1.06149 -3.07089 -3.00743
H -2.28110 -1.10042 -2.22186
H -1.46302 -1.54934 -0.81044
H -3.72505 -1.84992 0.31337
H -4.43880 -0.84431 -1.02269
H -2.24269 -0.11034 0.74756
H -3.96800 1.25959 -1.18783
H -2.24669 1.16605 -1.28973
H -2.27393 2.79827 0.76372
H -4.03633 2.71665 0.65364
H -4.02919 4.96785 0.20832
H -3.22494 5.50156 -1.38906
H -2.35893 5.00763 0.14187
C 3.74284 4.03002 -2.84943
C 2.34497 3.69761 -3.39957
C 1.27473 4.48166 -2.54104
O 2.18860 4.03323 -4.76805
H 4.50734 3.57540 -3.44990
H 3.81414 3.59051 -1.82698
H 3.85349 5.13970 -2.85674
H 2.10159 2.64848 -3.23291
H 1.59278 5.55796 -2.57155
H 1.37241 4.24485 -1.52548
H 0.29159 4.42974 -2.93466
H 3.06987 4.33091 -5.00712
C -1.20488 -4.09206 2.87147
C 0.08820 -3.94058 2.03480
C 0.46724 -5.32342 1.58928
O -0.10784 -3.14683 0.91333
H -1.04233 -4.82269 3.69403
H -1.90144 -4.50169 2.09390
H -1.56825 -3.14574 3.20465
H 0.93779 -3.59242 2.68500
H 0.51326 -6.07148 2.35105
H 1.38086 -5.34214 0.91693
H -0.34840 -5.55624 0.91573
H 0.79297 -2.69668 0.83729
C -0.59807 -0.27585 7.03321
C -1.17280 -0.21751 5.67171
C -2.28821 0.84576 5.55249
O -0.19867 0.22154 4.63600
H -0.43755 0.72574 7.44893
H 0.32397 -0.86665 7.12510
H -1.33527 -0.79426 7.65089
H -1.53070 -1.22249 5.47526
H -2.76853 0.89670 4.57914
H -1.82743 1.81499 5.77894
H -2.99544 0.71223 6.32703
H 0.63770 -0.21671 4.76448
C 2.14066 0.29430 -1.21018
C 1.56388 -1.06319 -0.90484
C 2.10091 -2.14399 -1.82713
O 1.89950 -1.34139 0.49066
H 3.19572 0.30468 -0.93843
H 1.45306 1.01526 -0.75105
H 2.01470 0.56000 -2.30921
H 0.45826 -1.02297 -0.92553
H 1.49599 -3.03634 -1.71021
H 3.16429 -2.46309 -1.69034
H 2.01895 -1.80603 -2.84922
H 1.28784 -0.79684 1.00960
O -0.47512 -0.34967 1.62252
H -0.69587 -1.30188 1.49828
H -0.44718 -0.21623 2.57633
O -4.27773 -0.20103 3.00806
H -5.05625 0.34498 2.92223
H -3.90012 -0.03378 2.12503
*
```

Atom charges from the Mulliken analysis, given in e for atoms 1 to 4: -0.88 -0.15 -1.09 -0.40

Entry 3:
This record from the Open Molecules 2025 dataset describes 8 unconnected molecules or ions with the total composition C30H81N5O13. The level of theory is ωB97M-V/def2-TZVPD.

Summary:
- HOMO energy (alpha / beta): -10.23 / -10.23 eV
- <S²>: 0.755
- Energy above the lowest of the compared OMol25 structures with the same formula, charge and spin: 21.5 kJ/mol
- Orbital gap (alpha / beta): 7.664 / 2.640 eV
- Energy: -66474.0683 eV

Structure (ORCA input):
```
! wB97M-V def2-TZVPD RIJCOSX def2/J DEFGRID3
* xyz 1 2
C -9.23500 18.81803 -11.04860
O -8.64257 18.48073 -12.25369
C -8.30274 17.12376 -12.28950
C -7.63503 16.77508 -13.65108
N -6.36357 17.53228 -13.69517
C -5.81579 17.46648 -15.07044
C -4.46161 18.22404 -15.13871
O -4.87501 19.51355 -15.55392
C -3.78882 20.37888 -16.01077
H -9.43226 19.88495 -10.94426
H -8.60261 18.58886 -10.19089
H -10.20012 18.34354 -10.87114
H -9.09533 16.40212 -12.09172
H -7.53601 16.94409 -11.53587
H -8.35186 17.11459 -14.39874
H -7.55271 15.69246 -13.74725
H -6.66524 18.48265 -13.53430
H -6.42836 17.97715 -15.81346
H -5.66469 16.44151 -15.40914
H -3.65268 17.73260 -15.67929
H -4.05969 18.39999 -14.14091
H -4.15225 21.39565 -16.15979
H -3.36275 20.03565 -16.95351
H -3.01672 20.67706 -15.30151
C -1.52341 14.28764 -8.04920
O -2.13994 15.50135 -8.62358
C -3.53012 15.47173 -8.72527
C -4.12314 16.76629 -9.25686
N -4.35286 17.83353 -8.25480
C -5.07796 18.90050 -8.96886
C -5.05667 20.20890 -8.10885
O -3.66379 20.56241 -8.14196
C -3.21833 21.36735 -7.10993
H -1.87887 13.40907 -8.58760
H -1.82238 14.11148 -7.01591
H -0.43680 14.37225 -8.03479
H -4.04103 15.17294 -7.80996
H -3.84704 14.73488 -9.46333
H -5.11048 16.52793 -9.65237
H -3.61617 17.25179 -10.09074
H -3.42986 18.16428 -8.01237
H -6.09423 18.52936 -9.10136
H -4.66182 19.12665 -9.95058
H -5.39231 19.97671 -7.09814
H -5.60941 21.09920 -8.40878
H -3.77754 22.30231 -7.07498
H -2.17134 21.61555 -7.28401
H -3.41534 20.90946 -6.14059
C 1.41130 10.45248 -16.09502
O 0.43362 10.94557 -15.19158
C -0.58088 9.99597 -14.83939
C -1.73558 10.69454 -14.09732
N -1.40611 11.73099 -13.08431
C -2.49725 12.59639 -12.49521
C -3.36938 11.74059 -11.48506
O -4.44724 11.05819 -12.24196
C -5.65880 11.79726 -12.20084
H 2.18329 11.21730 -16.01024
H 1.01766 10.27713 -17.09621
H 1.80502 9.48179 -15.79361
H -0.11607 9.23903 -14.20767
H -0.88284 9.47892 -15.75019
H -2.50119 9.97632 -13.80392
H -2.43469 11.14611 -14.80119
H -0.60627 12.20979 -13.47304
H -3.14498 13.08677 -13.22190
H -2.10927 13.46507 -11.96329
H -3.84663 12.30239 -10.68213
H -2.66216 11.14673 -10.90605
H -5.97346 11.81554 -11.15741
H -6.47361 11.37109 -12.78614
H -5.57342 12.78088 -12.66267
C -9.47842 12.02385 -6.82950
O -10.19471 12.62042 -7.92539
C -9.38515 13.29121 -8.80669
C -10.36660 14.09633 -9.64801
N -10.60659 15.39930 -9.07338
C -11.64923 16.22426 -9.66768
C -13.07972 15.59680 -9.89412
O -13.91069 16.79179 -10.11734
C -15.21252 16.45313 -10.45935
H -10.10629 11.52688 -6.08997
H -8.77480 12.70607 -6.35244
H -8.82446 11.36343 -7.39898
H -8.87345 12.65801 -9.53148
H -8.68640 13.96780 -8.31468
H -11.32418 13.60372 -9.81674
H -10.00158 14.24107 -10.66482
H -10.92987 15.14812 -8.15006
H -11.25029 16.58977 -10.61390
H -11.70147 17.13998 -9.07875
H -13.52138 14.99843 -9.09726
H -13.07315 14.96984 -10.78574
H -15.72018 17.40010 -10.64272
H -15.70050 15.91325 -9.64788
H -15.24867 15.90379 -11.40011
C -7.54224 3.69308 -7.15594
O -7.76949 4.74973 -8.14643
C -7.04961 5.94587 -7.81279
C -7.38927 7.25211 -8.64568
N -6.52612 8.37125 -8.22155
C -6.90000 9.60136 -8.89621
C -5.91200 10.64813 -8.38108
O -6.49443 11.94146 -8.65619
C -5.92174 12.87570 -7.80305
H -6.49136 3.40984 -7.21529
H -8.16284 2.82916 -7.39382
H -7.72210 3.98794 -6.12211
H -6.00411 5.64120 -7.76566
H -7.22501 6.29411 -6.79491
H -8.45447 7.35045 -8.43641
H -7.16068 7.02582 -9.68713
H -5.64409 8.01446 -8.56038
H -7.92465 9.95174 -8.77197
H -6.67105 9.56042 -9.96111
H -4.96999 10.66423 -8.92922
H -5.55072 10.44407 -7.37314
H -6.35009 13.85286 -8.02616
H -4.85267 13.05823 -7.91201
H -6.11899 12.64362 -6.75646
O -4.59535 15.73430 -12.16617
H -3.81500 16.11652 -12.56766
H -5.31580 16.28799 -12.46719
O -6.81254 14.43641 -10.83840
H -6.05342 14.64699 -11.38213
H -6.51711 13.71509 -10.28284
O -8.06030 16.13226 -8.95525
H -9.01463 16.06596 -8.92215
H -7.81262 15.64080 -9.73842
*
```

Atom charges from the Mulliken analysis, given in e for atoms 1 to 4: -0.34 -0.47 0.80 -1.12